1.
{"formula": "C4H9NO3", "method": "ωB97M-V with the def2-TZVPD basis set", "species": ["C", "C", "C", "N", "C", "O", "O", "O", "H", "H", "H", "H", "H", "H", "H", "H", "H"], "positions_angstrom": [[0.9618, -0.0957, 0.2997], [0.1272, -0.0124, 1.5257], [1.3029, -1.4366, -0.2498], [-0.5906, 0.2823, -1.0769], [-1.8924, 0.7180, -0.7184], [0.4020, 1.3290, -1.0653], [-1.8593, 1.9721, -0.2900], [-2.8523, -0.0088, -0.7736], [-0.9080, 2.2425, -0.4853], [-0.5842, -0.2932, -1.9140], [1.7912, 0.5959, 0.2847], [0.4565, -2.1205, -0.2385], [-0.7176, -0.6984, 1.5029], [0.7820, -0.2767, 2.3656], [-0.2302, 1.0024, 1.6925], [2.0939, -1.8419, 0.3945], [1.7171, -1.3579, -1.2540]], "atomic_forces_ev_per_a": [[1.1, 1.1, 0.1], [-0.2, 0.1, -0.3], [-0.2, 0.2, -0.3], [-1.1, 0.1, -0.3], [0.5, -0.2, -0.5], [-0.1, -1.7, 0.9], [0.2, 0.1, 0.0], [0.1, 0.2, 0.1], [-0.4, -0.1, 0.1], [0.0, 0.3, 0.0], [0.2, -0.2, 0.3], [0.0, 0.0, 0.0], [0.0, 0.0, 0.0], [0.0, 0.0, -0.1], [0.0, 0.0, 0.0], [0.0, 0.1, 0.0], [0.0, 0.0, 0.0]], "energy_ha": -438.15543, "e_homo_ev": -8.72, "largest_force_ev_per_a": 1.90, "lumo_energy_ev": -0.19}

=====

2.
{"formula": "C29H53B3O16", "method": "ωB97M-V with the def2-TZVPD basis set", "species": ["C", "O", "C", "C", "C", "C", "C", "C", "C", "C", "C", "C", "C", "B", "O", "B", "O", "B", "C", "O", "H", "H", "H", "H", "H", "H", "H", "H", "H", "H", "H", "H", "H", "H", "H", "H", "H", "H", "H", "H", "H", "H", "H", "H", "H", "H", "H", "H", "H", "C", "C", "C", "O", "C", "O", "O", "H", "H", "H", "H", "H", "H", "C", "C", "C", "O", "C", "O", "O", "H", "H", "H", "H", "H", "H", "C", "C", "C", "O", "C", "O", "O", "H", "H", "H", "H", "H", "H", "C", "C", "C", "O", "C", "O", "O", "H", "H", "H", "H", "H", "H"], "positions_angstrom": [[4.8768, -2.7819, 0.0989], [5.1807, -1.9186, -0.9915], [4.7026, -2.4859, -2.2201], [5.5434, -1.9059, -3.3980], [5.0226, -0.5156, -3.9007], [4.9199, 0.5452, -2.7601], [3.5455, 0.6159, -2.0412], [2.3808, 1.1402, -2.9486], [1.1644, 1.4372, -1.9796], [-0.1571, 0.7364, -2.4592], [-1.4109, 1.6736, -2.5141], [-2.6567, 1.1699, -1.7157], [-3.0012, -0.3556, -1.9109], [-4.3232, -0.6029, -2.7742], [-4.1999, -0.9726, -4.1466], [-5.2697, -1.8577, -4.4474], [-5.9521, -2.5981, -3.4394], [-6.1159, -1.8539, -2.2479], [-6.7904, -2.5205, -0.9567], [-5.6279, -0.5144, -2.2128], [4.0038, -3.4190, -0.1502], [4.6583, -2.1415, 0.9783], [5.7212, -3.4465, 0.3766], [3.6162, -2.3141, -2.3683], [4.8776, -3.5842, -2.1576], [5.4639, -2.6359, -4.2332], [6.5924, -1.8305, -3.0489], [4.0619, -0.6082, -4.4474], [5.7791, -0.1578, -4.6339], [5.7252, 0.3697, -2.0137], [5.0892, 1.5574, -3.2110], [3.6357, 1.3522, -1.2129], [3.2070, -0.3345, -1.5874], [2.6858, 2.1146, -3.3802], [2.1085, 0.4382, -3.7574], [1.0228, 2.5213, -1.8405], [1.4066, 0.9985, -0.9881], [-0.0150, 0.3275, -3.4838], [-0.3364, -0.1533, -1.8178], [-1.1049, 2.6341, -2.0377], [-1.7022, 1.9480, -3.5490], [-2.5812, 1.4297, -0.6461], [-3.5299, 1.7454, -2.1041], [-3.2151, -0.7731, -0.8981], [-2.1927, -0.9592, -2.3617], [-5.5872, -1.9977, -5.5836], [-7.2036, -3.4944, -1.2920], [-7.5436, -1.8763, -0.4738], [-5.9744, -2.7197, -0.2260], [-0.5925, 6.9929, -2.3906], [0.3778, 6.6968, -1.2692], [1.8287, 6.7953, -1.6529], [2.4452, 5.9165, -0.7064], [1.5146, 4.9824, -0.3754], [1.7426, 3.9954, 0.2404], [0.2903, 5.3273, -0.8527], [-1.5777, 6.5842, -2.1635], [-0.6844, 8.0680, -2.5482], [-0.2664, 6.5357, -3.3269], [0.1487, 7.3215, -0.3996], [2.2265, 7.8050, -1.5613], [2.0361, 6.4160, -2.6575], [-4.4160, -5.4340, 1.1608], [-4.8563, -5.8300, 2.5520], [-5.3600, -4.6932, 3.3972], [-5.1053, -5.1748, 4.7206], [-4.0441, -6.0193, 4.6340], [-3.4518, -6.4544, 5.5663], [-3.7495, -6.2949, 3.3372], [-3.7629, -6.1949, 0.7324], [-5.2778, -5.2995, 0.5060], [-3.8478, -4.5013, 1.1746], [-5.5865, -6.6440, 2.4969], [-6.4208, -4.4926, 3.2546], [-4.7961, -3.7670, 3.2554], [-3.8231, -4.4107, 7.6759], [-3.8940, -3.4764, 8.8631], [-5.1092, -3.6553, 9.7294], [-5.2474, -2.3583, 10.3189], [-4.7168, -1.4690, 9.4388], [-4.8280, -0.2908, 9.5241], [-4.0466, -2.1110, 8.4466], [-3.1377, -4.0230, 6.9226], [-3.4865, -5.4005, 7.9800], [-4.7964, -4.5146, 7.1954], [-2.9705, -3.5415, 9.4482], [-4.9778, -4.4176, 10.4960], [-6.0171, -3.8706, 9.1590], [8.1649, 4.9651, -0.7989], [6.9030, 5.0616, -1.6265], [5.7552, 4.2357, -1.1180], [4.9980, 4.0111, -2.3113], [5.8818, 4.0454, -3.3443], [5.6298, 3.7171, -4.4570], [7.0930, 4.5031, -2.9324], [9.0299, 5.2896, -1.3784], [8.0880, 5.5829, 0.0964], [8.3570, 3.9357, -0.4896], [6.6174, 6.1112, -1.7544], [5.1547, 4.7540, -0.3715], [6.0632, 3.2642, -0.7209]], "atomic_forces_ev_per_a": [[-0.2, 0.3, 0.5], [-0.5, -0.7, -0.1], [1.2, -0.2, -0.4], [-1.3, 0.1, 0.1], [0.9, -0.1, 0.4], [-0.2, 0.2, -0.3], [-0.1, 0.5, -0.6], [0.1, 0.7, 1.5], [-0.2, -1.2, -0.7], [-0.2, 0.2, -0.5], [0.2, 0.3, 0.9], [-0.4, 0.1, -1.0], [-0.8, -0.1, 0.3], [0.8, 0.9, -0.4], [-2.3, -1.2, 1.5], [0.6, 0.0, 0.0], [0.9, 2.0, 0.2], [-0.6, 0.3, 0.2], [0.5, -0.2, -0.9], [1.1, -2.0, -0.4], [0.3, 0.4, 0.4], [0.0, -0.4, -0.5], [-0.2, 0.3, -0.4], [0.4, 0.0, 0.2], [-0.2, 0.5, -0.2], [0.3, 0.4, 0.4], [-0.5, -0.1, -0.3], [0.5, -0.1, 0.4], [-0.6, -0.1, 0.3], [-0.4, 0.1, -0.5], [-0.1, -0.8, 0.4], [0.0, -0.4, -0.4], [0.4, 0.3, -0.2], [0.0, -0.6, -0.1], [0.1, 0.3, 0.4], [0.0, -0.5, -0.1], [-0.1, 0.5, -0.5], [0.0, 0.2, 0.6], [0.0, 0.6, -0.3], [-0.3, -0.5, -0.3], [0.2, -0.5, 0.5], [0.2, -0.3, -0.5], [0.5, -0.1, 0.5], [0.2, 0.1, -0.6], [-0.2, 0.5, 0.3], [0.0, -0.1, 0.1], [0.0, 0.6, 0.5], [0.3, -0.3, -0.2], [-0.5, 0.1, -0.3], [-0.1, -0.3, -0.1], [-0.6, 0.3, -0.6], [0.3, 0.3, 0.0], [-0.2, -0.1, 0.0], [0.0, -0.2, 0.0], [0.1, 0.0, 0.1], [0.4, 0.0, 0.2], [0.0, 0.1, 0.1], [0.0, 0.0, 0.1], [0.0, 0.0, 0.1], [0.1, 0.0, 0.0], [0.1, -0.1, 0.1], [-0.2, 0.0, 0.0], [0.3, 0.0, 0.0], [0.1, 0.1, -0.8], [-0.4, 0.2, 0.1], [0.2, -0.1, -0.1], [0.2, -0.1, 0.0], [0.0, -0.1, 0.0], [-0.2, 0.1, 0.4], [-0.2, -0.1, 0.0], [0.0, 0.0, 0.1], [0.0, 0.0, 0.1], [0.0, 0.1, 0.1], [0.0, -0.1, 0.2], [0.0, -0.1, -0.1], [-0.1, 0.3, 0.0], [0.2, -0.6, -0.7], [-0.1, -0.2, 0.4], [0.1, 0.1, -0.2], [0.0, 0.2, -0.1], [0.0, 0.1, 0.0], [-0.2, 0.1, 0.4], [0.1, -0.1, 0.1], [0.0, 0.0, 0.0], [0.0, 0.0, 0.1], [-0.1, 0.0, 0.1], [0.0, 0.2, 0.1], [0.1, 0.0, -0.1], [0.2, -0.2, -0.1], [0.7, 0.1, 0.5], [-0.5, 0.1, 0.4], [0.3, 0.1, -0.2], [0.0, -0.1, -0.1], [-0.1, 0.0, -0.1], [-0.4, -0.1, -0.1], [-0.1, 0.1, 0.0], [0.0, 0.0, 0.0], [-0.1, 0.0, 0.0], [-0.1, -0.1, 0.0], [-0.2, -0.1, -0.2], [0.1, 0.1, 0.0]], "energy_ha": -2415.49058, "e_homo_ev": -9.56, "largest_force_ev_per_a": 2.99, "lumo_energy_ev": 0.29}

=====

3.
{"formula": "C4H13N2", "method": "ωB97M-V with the def2-TZVPD basis set", "species": ["C", "N", "C", "C", "N", "C", "H", "H", "H", "H", "H", "H", "H", "H", "H", "H", "H", "H", "H"], "positions_angstrom": [[-0.7614, 2.0608, -0.5906], [-0.5696, 0.6645, -0.9874], [-1.2196, -0.2743, -0.0947], [-0.2921, -0.5122, 1.1005], [1.1120, -0.3494, 0.5839], [1.6758, -1.5969, -0.0097], [-1.8073, 2.3808, -0.7421], [-0.1003, 2.7009, -1.1631], [-0.5648, 2.2035, 0.4751], [-0.8514, 0.5457, -1.9511], [-1.3882, -1.2293, -0.5812], [-2.2086, 0.0510, 0.2277], [-0.3770, -1.5052, 1.5505], [-0.3894, 0.1265, 1.9723], [0.8471, 0.2914, -0.2627], [1.7160, -0.0662, 1.3467], [1.1750, -1.8125, -0.9458], [1.5400, -2.4442, 0.6488], [2.7287, -1.4335, -0.2134]], "atomic_forces_ev_per_a": [[-0.8, 0.4, 0.1], [0.2, 0.2, 0.0], [-0.5, -0.3, 0.2], [0.6, -0.7, 0.8], [-0.7, -1.1, -0.1], [0.1, 0.1, -0.2], [0.4, 0.0, 0.0], [0.0, 0.1, 0.0], [0.2, -0.1, -0.1], [0.1, -0.2, 0.0], [0.1, -0.1, -0.3], [0.0, 0.2, 0.2], [-0.2, -0.1, -0.4], [-0.3, 0.6, -0.3], [0.6, 0.3, 0.3], [0.1, 0.7, -0.3], [-0.1, 0.1, -0.1], [0.0, 0.0, 0.3], [0.1, 0.0, 0.0]], "energy_ha": -269.45991, "e_homo_ev": -14.30, "largest_force_ev_per_a": 1.32, "lumo_energy_ev": -2.88, "total_charge": 1}

=====

4.
{"formula": "C29H61As3IrN6P", "method": "ωB97M-V with the def2-TZVPD basis set", "species": ["Ir", "C", "As", "C", "C", "C", "C", "C", "As", "C", "C", "C", "As", "C", "C", "H", "H", "H", "H", "H", "H", "H", "H", "H", "H", "H", "H", "H", "H", "H", "H", "H", "H", "H", "H", "H", "H", "H", "H", "H", "H", "H", "N", "P", "N", "C", "C", "C", "C", "C", "N", "C", "C", "C", "C", "C", "N", "C", "C", "C", "C", "C", "H", "H", "H", "H", "H", "H", "H", "H", "H", "H", "H", "H", "H", "H", "H", "H", "H", "H", "H", "H", "H", "H", "H", "H", "H", "H", "H", "H", "H", "H", "N", "C", "C", "N", "C", "H", "H", "H", "H"], "positions_angstrom": [[0.2109, 0.2599, 1.8198], [0.8441, -2.4324, 4.1480], [1.1653, -1.8509, 2.3380], [0.2632, -3.1887, 1.2813], [3.0768, -2.1221, 2.0855], [3.7643, -1.4554, 0.8866], [3.0546, -1.8231, -0.4160], [3.8228, 0.0651, 1.0745], [2.1973, 1.0944, 0.8679], [2.6499, 2.8501, 1.5305], [1.9486, 1.3793, -1.0209], [5.2161, -1.9735, 0.8584], [6.3244, -1.2907, -0.6586], [8.0573, -1.6230, 0.1707], [6.2577, -2.8827, -1.7909], [-0.2189, -2.3554, 4.3712], [1.4048, -1.8289, 4.8574], [1.1584, -3.4728, 4.2309], [0.6833, -4.1691, 1.5049], [0.3749, -2.9701, 0.2226], [-0.7925, -3.1808, 1.5497], [3.1734, -3.2092, 2.0090], [3.5712, -1.8311, 3.0159], [2.0081, -1.4972, -0.4186], [3.0694, -2.9036, -0.5704], [3.5502, -1.3539, -1.2683], [4.4851, 0.4920, 0.3127], [4.2535, 0.3228, 2.0462], [3.4997, 3.2240, 0.9589], [2.9191, 2.7979, 2.5823], [1.8046, 3.5249, 1.4086], [2.9027, 1.6705, -1.4607], [1.2234, 2.1808, -1.1521], [1.5815, 0.4713, -1.4886], [5.2099, -3.0661, 0.8199], [5.7268, -1.6859, 1.7820], [8.2341, -0.9008, 0.9659], [8.8334, -1.4986, -0.5825], [8.1105, -2.6344, 0.5719], [5.2752, -2.9951, -2.2476], [6.5000, -3.7775, -1.2181], [6.9887, -2.7663, -2.5896], [-1.1490, 0.2958, 0.5227], [-2.1011, 0.7208, -0.6311], [-1.7903, 0.0457, -2.0891], [-2.4307, 0.4684, -3.3575], [-1.5259, 0.0945, -4.5212], [-1.3835, -1.4310, -4.6340], [-1.5342, -2.1030, -3.2610], [-0.9996, -1.2060, -2.1560], [-3.6771, 0.0249, -0.2899], [-3.7813, -1.2055, 0.4828], [-5.2218, -1.4699, 0.8982], [-6.1425, -1.6330, -0.3201], [-5.6517, -0.7771, -1.4970], [-4.8715, 0.4411, -1.0090], [-2.4734, 2.2810, -0.8694], [-1.5212, 3.1549, -1.5929], [-2.2819, 4.2842, -2.2725], [-3.1071, 5.0677, -1.2553], [-4.0209, 4.1398, -0.4592], [-3.2215, 3.0129, 0.1771], [-2.6144, 1.5405, -3.3194], [-3.3991, -0.0306, -3.4687], [-0.5523, 0.5688, -4.3712], [-1.9379, 0.5162, -5.4370], [-0.4128, -1.6750, -5.0655], [-2.1337, -1.8305, -5.3157], [-1.0083, -3.0573, -3.2362], [-2.5852, -2.3252, -3.0527], [0.0478, -0.9538, -2.3546], [-1.0406, -1.6962, -1.1825], [-3.0893, -1.1303, 1.3206], [-3.4180, -2.0276, -0.1563], [-5.5551, -0.6431, 1.5297], [-5.2387, -2.3616, 1.5232], [-7.1564, -1.3491, -0.0425], [-6.1849, -2.6776, -0.6257], [-6.4828, -0.4305, -2.1091], [-4.9984, -1.3591, -2.1528], [-5.4858, 1.0154, -0.2984], [-4.5855, 1.1329, -1.7986], [-0.9562, 2.5583, -2.3104], [-0.8092, 3.5723, -0.8686], [-2.9353, 3.8639, -3.0428], [-1.5704, 4.9389, -2.7768], [-3.6965, 5.8329, -1.7583], [-2.4344, 5.5920, -0.5688], [-4.7849, 3.7127, -1.1154], [-4.5409, 4.6925, 0.3240], [-3.8718, 2.3174, 0.7117], [-2.5071, 3.4169, 0.9050], [1.9154, 1.3815, 5.5650], [0.6553, 1.9072, 5.6629], [0.0260, 1.5799, 4.5064], [0.8998, 0.8641, 3.7059], [2.0334, 0.7650, 4.3813], [2.6380, 1.4449, 6.2674], [0.3203, 2.4549, 6.5261], [-0.9794, 1.8045, 4.1940], [2.9316, 0.2740, 4.0506]], "atomic_forces_ev_per_a": [[0.1, -0.1, -0.1], [0.0, 0.0, 0.0], [0.0, 0.1, 0.0], [0.0, 0.0, 0.0], [0.0, 0.0, 0.0], [0.0, 0.0, 0.0], [0.0, 0.0, 0.0], [0.0, 0.1, 0.0], [-0.1, 0.1, 0.1], [0.0, -0.1, 0.0], [0.0, 0.0, 0.0], [0.0, 0.0, 0.0], [0.0, 0.0, 0.0], [0.0, 0.0, 0.0], [0.0, 0.0, 0.0], [0.0, 0.0, 0.0], [0.0, 0.0, 0.0], [0.0, 0.0, 0.0], [0.0, 0.0, 0.0], [0.0, 0.0, 0.0], [0.0, 0.0, 0.0], [0.0, 0.0, 0.0], [0.0, 0.0, 0.0], [0.0, 0.0, 0.0], [0.0, 0.0, 0.0], [0.0, 0.0, 0.0], [0.0, 0.0, 0.0], [0.0, 0.0, 0.0], [0.0, 0.0, 0.0], [0.0, 0.0, 0.0], [0.0, 0.0, 0.0], [0.0, 0.0, 0.0], [0.0, 0.0, 0.0], [0.0, 0.0, 0.0], [0.0, 0.0, 0.0], [0.0, 0.0, 0.0], [0.0, 0.0, 0.0], [0.0, 0.0, 0.0], [0.0, 0.0, 0.0], [0.0, 0.0, 0.0], [0.0, 0.0, 0.0], [0.0, 0.0, 0.0], [-0.2, 0.1, 0.1], [0.1, 0.0, -0.1], [0.0, 0.0, 0.1], [0.0, 0.1, 0.0], [0.0, 0.0, 0.0], [0.0, 0.0, 0.0], [0.0, 0.0, 0.0], [0.0, 0.0, -0.1], [0.1, 0.0, 0.1], [0.0, 0.0, 0.0], [0.0, 0.0, 0.0], [0.0, 0.0, 0.0], [0.0, 0.0, 0.0], [0.0, 0.0, 0.0], [0.0, 0.0, 0.0], [0.0, 0.0, 0.0], [0.0, 0.0, 0.0], [0.0, 0.0, 0.0], [0.0, 0.0, 0.0], [0.0, 0.0, 0.0], [0.0, 0.0, 0.0], [0.0, 0.0, 0.0], [0.0, 0.0, 0.0], [0.0, 0.0, 0.0], [0.0, 0.0, 0.0], [0.0, 0.0, 0.0], [0.0, 0.0, 0.0], [0.0, 0.0, 0.0], [0.0, 0.0, 0.0], [0.0, 0.0, 0.0], [0.0, 0.0, 0.0], [0.0, 0.0, 0.0], [0.0, 0.0, 0.0], [0.0, 0.0, 0.0], [0.0, 0.0, 0.0], [0.0, 0.0, 0.0], [0.0, 0.0, 0.0], [0.0, 0.0, 0.0], [0.0, 0.0, 0.0], [0.0, 0.0, 0.0], [0.0, 0.0, 0.0], [0.0, 0.0, 0.0], [0.0, 0.0, 0.0], [0.0, 0.0, 0.0], [0.0, 0.0, 0.0], [0.0, 0.0, 0.0], [0.0, 0.0, 0.0], [0.0, 0.0, 0.0], [0.0, 0.0, 0.0], [0.0, 0.0, 0.0], [0.0, 0.0, 0.0], [0.0, 0.0, 0.1], [0.0, 0.0, 0.0], [0.0, 0.1, 0.0], [-0.1, 0.0, 0.0], [0.0, 0.0, 0.0], [0.0, 0.0, 0.0], [0.0, 0.0, 0.0], [0.0, 0.0, 0.0]], "energy_ha": -8622.28495, "spin_multiplicity": 2, "e_homo_ev": [-14.76, -14.76], "largest_force_ev_per_a": 0.21, "lumo_energy_ev": [-8.67, -10.44], "total_charge": 3}

=====

5.
{"formula": "C7H17N", "method": "ωB97M-V with the def2-TZVPD basis set", "species": ["C", "C", "C", "N", "C", "C", "C", "C", "H", "H", "H", "H", "H", "H", "H", "H", "H", "H", "H", "H", "H", "H", "H", "H", "H"], "positions_angstrom": [[-0.3217, 0.2484, -1.7365], [-0.8827, -0.6563, -0.4029], [-0.4579, -2.1478, -0.7197], [-0.9537, -0.2519, 1.0736], [0.4266, -0.1184, 0.9017], [1.0609, 1.1804, 1.0470], [2.4389, 1.1482, 0.2009], [0.0279, 2.3074, 0.7680], [-0.8261, -0.3149, -2.5762], [0.8177, 0.1688, -1.7997], [-0.4763, 1.2987, -1.8456], [-2.1189, -0.6745, -0.6798], [-0.8930, -2.7187, 0.0264], [-0.8516, -2.6362, -1.6061], [0.6436, -2.2976, -0.5559], [1.0598, -0.9937, 0.9869], [-4.1690, -3.1014, 1.4213], [-3.6390, -2.7721, 1.1174], [1.4858, 1.2922, 2.0157], [2.5300, 1.2499, -0.9143], [3.0344, 1.9557, 0.4979], [2.7943, 0.1569, 0.4919], [-0.8591, 1.8068, 0.3989], [-0.2350, 2.7884, 1.7123], [0.3641, 3.0817, 0.1769]], "atomic_forces_ev_per_a": [[0.9, -2.5, 0.9], [-3.9, -1.4, -3.8], [1.4, 1.3, 0.5], [4.8, 0.4, -2.1], [-4.8, -0.1, 3.5], [1.1, 1.8, -2.8], [-1.6, -0.9, -0.6], [0.0, -1.6, 2.1], [0.9, 0.8, 0.7], [-1.5, -0.4, -0.1], [-0.8, 0.7, 0.4], [3.2, 0.3, 0.8], [-0.9, -1.1, 1.9], [0.4, 0.7, -0.6], [-0.9, 0.0, -0.8], [0.2, -0.4, -1.1], [-1.6, -1.0, 0.9], [1.6, 1.0, -0.9], [0.1, -0.2, 1.2], [-1.1, -0.4, 0.8], [1.2, 0.9, 1.1], [0.9, 0.4, -0.2], [-0.2, 0.4, -0.1], [-0.2, -0.2, 0.1], [0.9, 1.4, -1.7]], "energy_ha": -331.41776, "e_homo_ev": -7.82, "largest_force_ev_per_a": 5.91, "lumo_energy_ev": 0.05}